(1)
DFT (ωB97M-V/def2-TZVPD) results for a structure of composition C21H24CuN3O2Si.

The geometry in XYZ format:
```
52
Properties=species:S:1:pos:R:3
Cu -0.368 0.296 -0.362
C -2.089 -4.221 0.130
Si -2.134 -2.438 -0.563
C -3.105 -2.454 -2.224
C -3.158 -1.349 0.634
N -0.620 -1.623 -0.709
C 0.432 -2.122 -1.416
C 0.372 -3.302 -2.170
C 1.430 -3.743 -2.934
C 2.583 -2.985 -3.030
C 2.682 -1.805 -2.308
C 1.665 -1.414 -1.458
O 1.671 -0.262 -0.665
C 2.703 0.538 -0.286
C 4.069 0.307 -0.437
C 4.978 1.295 -0.088
C 4.557 2.504 0.437
C 3.208 2.693 0.697
C 2.300 1.714 0.356
H -3.091 -4.634 0.202
H -1.650 -4.251 1.122
H -1.510 -4.893 -0.493
H -4.136 -2.770 -2.094
H -2.648 -3.122 -2.948
H -3.115 -1.463 -2.672
H -3.832 -1.947 1.236
H -3.771 -0.652 0.069
H -2.520 -0.784 1.304
H -0.548 -3.860 -2.159
H 1.344 -4.672 -3.481
H 3.399 -3.296 -3.665
H 3.548 -1.180 -2.448
H 4.439 -0.638 -0.797
H 6.035 1.115 -0.230
H 5.267 3.282 0.669
H 2.856 3.601 1.166
H 1.245 1.816 0.584
N -5.328 2.034 -0.629
C -4.701 3.169 -1.008
O -5.302 4.186 -1.276
C -3.206 3.101 -1.084
C -2.554 4.084 -1.828
C -1.173 4.052 -1.900
C -0.491 3.034 -1.262
N -1.108 2.083 -0.546
C -2.441 2.141 -0.438
H -6.333 2.052 -0.585
H -4.854 1.156 -0.515
H -3.140 4.850 -2.314
H -0.630 4.806 -2.444
H 0.588 2.975 -1.309
H -2.878 1.401 0.215
```

The value obtained for the LUMO energy is -0.0113 Eh. Its molar mass is 442.07 u. Its HOMO-LUMO gap is 0.237 Ha. The value obtained for the energy relative to the best compared isomer or geometry (same formula, charge and spin) is 0.0 kJ/mol.

(2)
DFT (ωB97M-V/def2-TZVPD) results for an isolated molecule of C7H8O3 in a non-equilibrium geometry.

The geometry in XYZ format:
```
18
Properties=species:S:1:pos:R:3
O 2.077 2.159 -0.152
C 1.946 1.060 -0.976
C 1.766 -0.341 -0.393
C 0.379 -0.371 -0.992
C -0.751 -0.448 0.014
C -2.038 -0.973 -0.113
C -2.614 -0.764 1.070
C -1.695 -0.168 1.883
O -0.550 0.059 1.190
O 0.624 0.971 -1.576
H 1.481 2.191 0.580
H 2.752 1.045 -1.676
H 1.903 -0.249 0.683
H 2.448 -1.079 -0.865
H 0.216 -1.017 -1.874
H -2.570 -1.400 -0.880
H -3.593 -0.995 1.283
H -1.781 0.320 2.794
```

The value obtained for the LUMO energy is 0.0327 Eh. Its molar mass is 140.14 u. Its HOMO-LUMO gap is 0.351 Ha. The value obtained for the energy relative to the best compared isomer or geometry (same formula, charge and spin) is 241.7 kJ/mol. Its SMILES is O[C@H]1C[C@@H](c2ccco2)O1.